No. 1
ORCA calculation (ωB97M-V/def2-TZVPD) on a molecular structure, C50H40BN3O11S2Tc.

Computed properties:
Energy above the lowest of the compared OMol25 structures with the same formula, charge and spin = 1.328 eV
HOMO-LUMO gap (spin up / spin down) = 6.17 / 4.31 eV
<S²> = 3.7807

Geometry as ORCA input:
```
! wB97M-V def2-TZVPD RIJCOSX def2/J DEFGRID3
* xyz 2 4
Tc 0.120 -1.114 -0.964
C 8.730 -2.092 -1.674
C 7.252 -1.881 -1.535
C 6.453 -1.669 -2.656
C 5.088 -1.470 -2.521
C 4.528 -1.477 -1.247
C 5.297 -1.694 -0.111
C 6.652 -1.899 -0.271
S 2.817 -1.033 -1.247
O 1.951 -2.052 -0.476
C 2.763 0.508 -0.330
C 2.898 1.609 -1.214
C 2.779 2.881 -0.751
C 2.474 3.115 0.612
C 2.301 4.429 1.103
C 1.992 4.647 2.414
C 1.846 3.557 3.296
C 2.019 2.276 2.853
C 2.337 2.015 1.497
C 2.509 0.675 1.012
C 2.530 -0.415 2.034
C 3.691 -0.501 2.869
C 4.827 0.323 2.665
C 5.910 0.239 3.494
C 5.925 -0.676 4.567
C 4.853 -1.494 4.779
C 3.713 -1.427 3.944
C 2.592 -2.257 4.175
C 1.493 -2.173 3.376
C 1.474 -1.241 2.319
S -0.064 -1.260 1.387
O -0.636 -2.607 1.551
C -1.084 -0.097 2.253
C -2.053 -0.598 3.105
C -2.938 0.289 3.697
C -2.879 1.656 3.425
C -3.861 2.611 4.040
C -1.889 2.126 2.559
C -0.990 1.258 1.968
H 9.031 -2.108 -2.719
H 9.029 -3.034 -1.214
H 9.279 -1.296 -1.168
H 6.897 -1.663 -3.642
H 4.462 -1.321 -3.393
H 4.848 -1.730 0.870
H 7.264 -2.080 0.604
H 3.117 1.418 -2.260
H 2.902 3.725 -1.418
H 2.415 5.258 0.416
H 1.861 5.656 2.781
H 1.598 3.735 4.334
H 1.904 1.451 3.544
H 4.843 1.026 1.842
H 6.765 0.880 3.326
H 6.786 -0.726 5.219
H 4.857 -2.207 5.594
H 2.617 -2.964 4.994
H 0.638 -2.818 3.525
H -2.111 -1.663 3.290
H -3.690 -0.089 4.379
H -4.671 2.083 4.540
H -4.282 3.271 3.281
H -3.370 3.247 4.779
H -1.831 3.184 2.331
H -0.239 1.637 1.287
O 0.092 5.298 -5.323
N 0.460 4.155 -5.467
O 1.119 3.722 -6.384
C 0.136 3.212 -4.382
C 0.512 1.898 -4.503
C 0.203 1.033 -3.465
C -0.392 1.470 -2.261
O -0.569 0.725 -1.200
C -0.761 2.824 -2.220
C -0.517 3.691 -3.248
N -1.394 3.259 -0.964
O -2.591 3.129 -0.874
O -0.642 3.636 -0.091
N 0.607 -0.338 -3.523
O -0.216 -1.204 -3.073
O 1.668 -0.644 -3.984
H 1.008 1.545 -5.398
H -0.802 4.734 -3.203
C -7.717 -2.354 -3.608
C -7.643 -2.780 -2.122
C -7.565 -4.323 -2.050
C -8.914 -2.315 -1.410
C -6.384 -2.209 -1.530
C -6.426 -1.290 -0.417
C -5.306 -0.753 0.155
C -4.091 -1.145 -0.405
O -2.864 -0.780 -0.073
B -1.979 -1.454 -0.962
O -2.730 -2.226 -1.845
C -4.027 -2.053 -1.513
C -5.140 -2.583 -2.081
H -8.633 -2.759 -4.037
H -6.875 -2.733 -4.186
H -7.743 -1.268 -3.701
H -8.486 -4.736 -2.458
H -7.463 -4.660 -1.017
H -6.731 -4.721 -2.627
H -9.776 -2.779 -1.886
H -9.047 -1.234 -1.476
H -8.922 -2.611 -0.359
H -7.389 -1.010 -0.016
H -5.349 -0.065 0.988
H -5.061 -3.262 -2.917
*
```

No. 2
ORCA calculation (ωB97M-V/def2-TZVPD) on 4 unconnected molecules or ions with the total composition C50H41BNO9.

Computed properties:
HOMO-LUMO gap = 6.60 eV

Geometry as ORCA input:
```
! wB97M-V def2-TZVPD RIJCOSX def2/J DEFGRID3
* xyz 1 1
C 8.201 -6.343 5.129
C 7.123 -5.277 4.847
C 6.362 -4.908 6.115
C 6.240 -5.608 3.626
C 4.909 -6.370 3.694
C 3.542 -5.686 3.823
B 3.099 -4.992 5.200
O 2.333 -3.861 5.202
O 3.422 -5.605 6.377
C 2.649 -6.969 3.788
C 3.463 -7.897 4.629
N 4.679 -7.525 4.616
O 5.726 -8.115 5.244
H 8.027 -6.835 6.088
H 9.193 -5.896 5.176
H 8.211 -7.135 4.380
H 7.650 -4.366 4.553
H 5.677 -4.073 5.945
H 7.070 -4.567 6.872
H 5.804 -5.747 6.530
H 6.859 -6.158 2.918
H 5.967 -4.676 3.124
H 4.858 -6.870 2.716
H 3.364 -4.990 3.005
H 1.570 -3.836 4.618
H 3.296 -5.036 7.147
H 2.595 -7.332 2.752
H 1.621 -6.863 4.130
H 3.121 -8.747 5.205
H 5.425 -8.348 6.139
C -1.665 -5.614 -3.446
C -1.417 -6.399 -2.326
C -0.682 -5.890 -1.269
C -0.184 -4.593 -1.329
C -0.424 -3.810 -2.460
C -1.171 -4.322 -3.514
C 0.115 -2.423 -2.570
O -0.112 -1.734 -3.539
C 0.936 -1.911 -1.434
C 1.482 -0.636 -1.521
C 2.222 -0.126 -0.467
C 2.416 -0.885 0.681
C 1.879 -2.158 0.769
C 1.142 -2.681 -0.288
C 0.586 -4.058 -0.174
O 0.757 -4.723 0.832
H -2.245 -6.012 -4.268
H -1.801 -7.410 -2.279
H -0.487 -6.484 -0.387
H -1.351 -3.696 -4.377
H 1.313 -0.049 -2.414
H 2.643 0.868 -0.537
H 2.984 -0.479 1.508
H 2.018 -2.761 1.656
C -2.752 6.467 3.217
C -2.875 6.957 1.922
C -2.808 6.093 0.842
C -2.611 4.734 1.054
C -2.475 4.243 2.353
C -2.551 5.114 3.434
C -2.233 2.795 2.610
O -2.117 2.361 3.736
C -2.130 1.892 1.424
C -1.863 0.543 1.630
C -1.770 -0.314 0.547
C -1.950 0.169 -0.745
C -2.212 1.511 -0.958
C -2.298 2.377 0.127
C -2.559 3.824 -0.125
O -2.719 4.244 -1.251
H -2.810 7.144 4.059
H -3.024 8.016 1.756
H -2.905 6.456 -0.173
H -2.451 4.714 4.434
H -1.732 0.189 2.644
H -1.555 -1.363 0.707
H -1.877 -0.504 -1.590
H -2.346 1.907 -1.955
C -3.191 9.099 -8.998
C -1.988 8.603 -8.508
C -1.963 7.885 -7.325
C -3.141 7.663 -6.622
C -4.346 8.172 -7.107
C -4.367 8.885 -8.301
C -5.624 7.978 -6.362
O -6.672 8.411 -6.788
C -5.560 7.236 -5.069
C -6.727 7.080 -4.330
C -6.698 6.389 -3.131
C -5.505 5.844 -2.669
C -4.338 5.997 -3.398
C -4.361 6.699 -4.598
C -3.088 6.873 -5.356
O -2.047 6.394 -4.960
H -3.209 9.656 -9.926
H -1.069 8.779 -9.052
H -1.039 7.486 -6.929
H -5.313 9.264 -8.662
H -7.645 7.508 -4.711
H -7.607 6.271 -2.555
H -5.480 5.297 -1.734
H -3.409 5.576 -3.042
*
```

No. 3
ORCA calculation (ωB97M-V/def2-TZVPD) on a molecular structure, C50H41BiN10O3S.

Computed properties:
Energy above the lowest of the compared OMol25 structures with the same formula, charge and spin = 0.187 eV
HOMO-LUMO gap = 6.39 eV

Geometry as ORCA input:
```
! wB97M-V def2-TZVPD RIJCOSX def2/J DEFGRID3
* xyz -2 1
Bi 1.036 -0.762 -0.886
O -0.785 0.241 -1.685
C -1.536 1.150 -0.916
C -0.838 1.594 0.426
C 0.222 2.564 0.057
C 0.144 3.924 0.265
C 1.070 4.756 -0.305
C 2.021 4.220 -1.171
C 2.174 2.855 -1.244
C 3.256 2.259 -2.078
C 3.718 0.825 -1.653
O 2.817 -0.178 -2.091
C 3.998 0.707 -0.127
C 4.209 1.794 0.679
C 4.625 1.662 1.991
C 4.713 0.375 2.541
C 4.473 -0.756 1.728
C 4.140 -0.574 0.370
C 5.110 0.615 -2.382
C 5.268 -0.139 -3.508
C 6.512 -0.227 -4.157
C 7.654 0.347 -3.592
C 7.496 1.171 -2.472
C 6.249 1.334 -1.902
N 1.262 2.033 -0.639
C -2.971 0.511 -0.650
C -3.641 0.115 -1.822
C -4.864 -0.490 -1.794
C -5.467 -0.774 -0.544
C -4.831 -0.392 0.632
C -3.611 0.301 0.552
C -1.738 2.421 -1.710
C -2.727 3.336 -1.313
C -2.871 4.594 -1.881
C -2.031 4.957 -2.894
C -1.098 4.066 -3.325
C -0.911 2.827 -2.711
H -1.453 2.058 1.154
H -0.462 0.755 1.007
H -0.638 4.323 0.913
H 1.024 5.830 -0.162
H 2.750 4.808 -1.748
H 2.922 2.136 -3.130
H 4.143 2.870 -2.052
H 4.061 2.799 0.276
H 4.797 2.500 2.654
H 4.958 0.234 3.557
H 4.544 -1.751 2.209
H 3.867 -1.409 -0.296
H 4.388 -0.604 -3.915
H 6.607 -0.717 -5.132
H 8.592 0.259 -4.133
H 8.312 1.687 -2.051
H 6.195 2.036 -1.063
H -3.161 0.341 -2.770
H -5.320 -0.783 -2.748
H -6.441 -1.230 -0.573
H -5.309 -0.487 1.587
H -3.090 0.498 1.496
H -3.433 3.086 -0.539
H -3.647 5.247 -1.579
H -2.182 5.943 -3.369
H -0.360 4.377 -4.074
H -0.179 2.088 -3.124
N 3.546 -4.371 -2.257
C 2.533 -3.502 -1.951
O 2.238 -3.332 -0.771
C 1.684 -2.889 -3.085
C 0.515 -2.094 -2.621
H 4.163 -4.547 -1.468
H 4.013 -4.186 -3.157
H 1.417 -3.745 -3.738
H 2.430 -2.215 -3.649
H -0.315 -2.719 -2.283
H 0.094 -1.379 -3.361
S -3.562 -5.573 2.355
C -2.629 -4.164 1.723
C -2.868 -3.801 0.379
C -2.069 -2.805 -0.150
N -1.137 -2.177 0.568
C -0.913 -2.504 1.847
C -1.648 -3.499 2.467
C -5.042 -4.882 3.037
C -5.357 -3.538 3.016
C -6.584 -3.157 3.529
N -7.504 -3.978 3.975
C -7.176 -5.306 3.972
C -5.959 -5.783 3.536
H -3.623 -4.386 -0.183
H -2.180 -2.448 -1.185
H -0.148 -1.978 2.383
H -1.468 -3.754 3.498
H -4.661 -2.787 2.728
H -6.768 -2.118 3.603
H -7.943 -5.956 4.370
H -5.784 -6.866 3.572
N 4.342 2.069 6.189
C 3.374 2.567 5.771
N 2.224 3.159 5.518
C 1.510 2.726 4.485
N 0.855 2.363 3.587
N -5.898 2.520 5.154
C -5.313 1.630 4.645
N -4.854 0.692 3.892
C -3.974 -0.259 4.028
N -3.295 -1.185 3.855
*
```

No. 4
ORCA calculation (ωB97M-V/def2-TZVPD) on a molecular structure, C50H42N7O4SbY.

Computed properties:
Energy above the lowest of the compared OMol25 structures with the same formula, charge and spin = 0.000 eV
HOMO-LUMO gap = 6.17 eV

Geometry as ORCA input:
```
! wB97M-V def2-TZVPD RIJCOSX def2/J DEFGRID3
* xyz 1 1
Y -0.582 0.429 0.565
C -2.987 2.736 -0.123
N -1.522 2.817 -0.152
C -1.035 3.839 0.785
C -0.987 3.338 2.207
C -1.344 4.172 3.256
C -1.262 3.699 4.556
C -0.835 2.396 4.762
C -0.504 1.631 3.663
N -0.562 2.082 2.402
C -1.087 3.132 -1.519
C 0.387 2.881 -1.703
C 1.074 3.448 -2.768
C 2.436 3.239 -2.881
C 3.076 2.487 -1.904
C 2.314 1.936 -0.896
N 0.988 2.108 -0.796
C -3.486 1.450 -0.737
C -4.830 1.291 -1.028
C -5.269 0.087 -1.553
C -4.339 -0.910 -1.805
C -3.014 -0.664 -1.502
N -2.585 0.485 -0.960
H -3.435 3.588 -0.650
H -3.323 2.786 0.913
H -1.653 4.743 0.732
H -0.020 4.117 0.497
H -1.690 5.176 3.051
H -1.547 4.326 5.390
H -0.768 1.975 5.755
H -0.177 0.608 3.798
H -1.313 4.177 -1.768
H -1.647 2.506 -2.216
H 0.538 4.046 -3.494
H 2.992 3.656 -3.710
H 4.144 2.324 -1.928
H 2.776 1.320 -0.133
H -5.524 2.098 -0.831
H -6.319 -0.071 -1.758
H -4.627 -1.870 -2.209
H -2.267 -1.431 -1.667
O -5.741 -0.769 5.743
C -5.552 -1.601 4.843
O -5.924 -2.757 4.631
C -4.593 -1.027 3.716
C -4.351 0.340 3.639
C -3.393 0.806 2.768
N -2.653 0.013 1.977
C -2.931 -1.307 2.019
C -3.888 -1.856 2.856
C -2.158 -2.206 1.075
O -2.537 -3.329 0.841
O -1.099 -1.644 0.551
H -4.890 1.011 4.295
H -3.176 1.870 2.733
H -4.060 -2.923 2.839
N 2.183 -2.131 3.146
C 1.250 -1.820 2.231
N 1.241 -0.535 1.935
C 2.249 0.034 2.717
C 2.692 1.353 2.806
C 3.714 1.623 3.695
C 4.296 0.613 4.473
C 3.881 -0.701 4.381
C 2.851 -0.969 3.488
H 2.362 -3.047 3.521
H 0.589 -2.553 1.792
H 2.246 2.129 2.197
H 4.071 2.639 3.798
H 5.089 0.869 5.161
H 4.334 -1.480 4.978
C 1.615 0.824 -5.958
C 2.729 0.396 -5.249
C 2.580 -0.175 -3.992
C 1.315 -0.324 -3.433
C 0.207 0.148 -4.134
C 0.353 0.709 -5.395
Sb 0.982 -1.222 -1.500
C 3.012 -1.873 -1.209
C 3.572 -2.763 -2.124
C 4.901 -3.142 -2.010
C 5.684 -2.637 -0.980
C 5.132 -1.757 -0.062
C 3.800 -1.376 -0.177
C 0.229 -3.112 -2.189
C 0.667 -4.282 -1.579
C 0.176 -5.511 -1.994
C -0.767 -5.577 -3.009
C -1.221 -4.410 -3.604
C -0.726 -3.180 -3.196
H 1.730 1.244 -6.949
H 3.716 0.498 -5.682
H 3.458 -0.507 -3.453
H -0.785 0.079 -3.693
H -0.516 1.051 -5.943
H 2.968 -3.161 -2.930
H 5.324 -3.833 -2.729
H 6.721 -2.933 -0.893
H 5.737 -1.366 0.747
H 3.383 -0.697 0.557
H 1.398 -4.243 -0.780
H 0.529 -6.420 -1.525
H -1.150 -6.536 -3.332
H -1.963 -4.459 -4.391
H -1.076 -2.279 -3.689
*
```

| no. | largest force on an atom (eV/Å) |
| --- | --- |
| 1 | 1.7 |
| 2 | 0.9 |
| 3 | 2.5 |
| 4 | 1.7 |